No. 1
DFT (ωB97M-V/def2-TZVPD) results for a 6-piece molecular cluster, C13H34O8S5 overall at a distorted geometry.

Calculated values
* DFT total energy: -84583.56884 eV
* HOMO energy: -8.193 eV
* orbital gap: 8.34 eV
* net charge: 0
* LUMO energy: 0.1510 eV
* max |F|: 0.0408 hartree/bohr
* molar mass: 478.7 g mol⁻¹

XYZ file:
```
60
C13H34O8S5, DFT ωB97M-V/def2-TZVPD
C 4.9451 -22.5209 -22.2367
C 5.2117 -21.7665 -20.9245
O 6.4431 -21.1022 -21.2154
C 7.0536 -21.6709 -22.2629
O 8.1539 -21.4468 -22.6345
O 6.2271 -22.5648 -22.8486
H 4.2259 -22.0707 -22.9247
H 4.6092 -23.5372 -22.0264
H 5.3993 -22.4989 -20.1368
H 4.4675 -21.0353 -20.6315
C 8.6162 -23.9441 -24.5733
S 9.3810 -25.0072 -25.8587
O 9.5695 -24.1032 -27.0374
C 11.0240 -25.1190 -25.0164
H 7.5554 -23.8321 -24.7991
H 8.9639 -22.9119 -24.6366
H 8.8151 -24.3573 -23.5880
H 10.9167 -25.2840 -23.9492
H 11.5663 -24.2074 -25.2498
H 11.6273 -25.9349 -25.4205
C 3.0458 -24.1962 -24.8564
S 2.8038 -22.6520 -25.7943
O 2.9470 -21.4360 -24.9192
C 4.3144 -22.7317 -26.7777
H 2.9054 -25.0750 -25.4934
H 2.2714 -24.2701 -24.0932
H 4.0211 -24.3858 -24.3983
H 5.1360 -22.9467 -26.0932
H 4.5205 -21.7997 -27.2975
H 4.2379 -23.5061 -27.5419
C 12.1643 -21.1990 -26.4649
S 12.1359 -21.6035 -28.2469
O 13.1809 -20.7767 -28.9277
C 12.7088 -23.3142 -28.2031
H 11.7257 -22.0554 -25.9421
H 11.6792 -20.2638 -26.2284
H 13.2028 -21.3035 -26.1330
H 12.2557 -23.8086 -29.0591
H 12.2884 -23.8078 -27.3247
H 13.7881 -23.4594 -28.1827
C 14.8879 -25.7301 -23.9150
S 14.4203 -24.3942 -22.7885
O 13.0211 -24.0063 -23.1801
C 14.4606 -25.3205 -21.2146
H 15.3336 -25.4038 -24.8462
H 14.0046 -26.3512 -24.0703
H 15.5923 -26.3281 -23.3324
H 14.5740 -24.5566 -20.4498
H 15.2681 -26.0451 -21.2081
H 13.4926 -25.8013 -21.0600
C 8.5367 -23.4116 -18.4131
S 8.8137 -25.1892 -18.6695
O 7.8417 -25.9178 -17.7686
C 8.1012 -25.2808 -20.3485
H 8.9138 -23.1083 -17.4419
H 7.4851 -23.1623 -18.5486
H 9.1007 -22.8736 -19.1804
H 8.3464 -24.5191 -21.0949
H 7.0258 -25.1068 -20.2191
H 8.2270 -26.2551 -20.8122
```

Results of the Mulliken charge analysis, in e, for atoms 1 through 8: number 1, C, carries -0.192; number 2, C, carries -0.244; number 3, O, carries -0.375; number 4, C, carries 0.548; number 5, O, carries -0.529; number 6, O, carries -0.103; number 7, H, carries 0.168; number 8, H, carries 0.276


No. 2
DFT (ωB97M-V/def2-TZVPD) results for C30H24AuN2OP as an isolated structure.

Calculated values
* DFT total energy: -49490.79743 eV
* expectation value of S²: 2.02
* HOMO energy (alpha / beta): -14.238 / -14.364 eV
* orbital gap (alpha / beta): 8.00 / 5.49 eV
* net charge: +2
* 2S+1: 3
* LUMO energy (alpha / beta): -6.2374 / -8.8733 eV
* max |F|: 0.0019 hartree/bohr
* molar mass: 656.5 g mol⁻¹

XYZ file:
```
59
C30H24AuN2OP, DFT ωB97M-V/def2-TZVPD
Au -0.0077 0.1404 0.3057
O 0.1930 -0.9820 3.0866
N -0.0176 0.2560 2.5270
C 0.1746 1.2204 3.3332
C 0.0464 2.6514 3.0561
C 0.0980 3.4550 4.1948
C -0.0982 4.8260 4.1262
C -0.3637 5.4209 2.9058
C -0.4147 4.6402 1.7582
C -0.1946 3.2664 1.8129
P -0.1825 2.4595 0.2075
C 1.3495 2.8177 -0.6436
C 1.5107 2.3189 -1.9467
C 2.7088 2.5146 -2.6086
C 3.7492 3.1882 -1.9756
C 3.5955 3.6678 -0.6801
C 2.4003 3.4811 -0.0055
C -1.5951 3.0072 -0.7287
C -1.4634 3.8139 -1.8603
C -2.6034 4.2393 -2.5234
C -3.8589 3.8614 -2.0666
C -3.9899 3.0588 -0.9376
C -2.8613 2.6269 -0.2678
H -0.3830 -1.5885 2.5923
H 0.4026 0.9405 4.3597
H 0.2810 2.9927 5.1567
H -0.0538 5.4208 5.0280
H -0.5289 6.4874 2.8375
H -0.6216 5.1119 0.8047
H 0.6978 1.7976 -2.4404
H 2.8317 2.1486 -3.6190
H 4.6839 3.3431 -2.4979
H 4.4068 4.1954 -0.1973
H 2.2823 3.8613 1.0010
H -0.4870 4.1209 -2.2111
H -2.5110 4.8721 -3.3954
H -4.7438 4.1970 -2.5904
H -4.9716 2.7744 -0.5842
H -2.9569 2.0087 0.6184
C 3.4330 -2.3093 -1.1135
C 2.8945 -3.5852 -1.2022
C 1.5612 -3.7892 -0.8925
C 0.7802 -2.7142 -0.4963
N 1.3202 -1.4836 -0.4127
C 2.6078 -1.2798 -0.7129
C -0.6508 -2.7977 -0.1433
C -1.3980 -3.9746 -0.1655
C -2.7461 -3.9596 0.1627
C -3.3786 -2.7773 0.5189
C -2.6555 -1.5839 0.5543
C -1.3237 -1.6374 0.2245
H 4.4691 -2.1137 -1.3482
H 3.5113 -4.4182 -1.5119
H 1.1315 -4.7778 -0.9592
H 2.9702 -0.2630 -0.6274
H -0.9313 -4.9105 -0.4432
H -3.3100 -4.8819 0.1380
H -4.4306 -2.7736 0.7708
H -3.1450 -0.6584 0.8303
```

Results of the Mulliken charge analysis, in e, for atoms 1 through 8: number 1, Au, carries 1.020; number 2, O, carries -0.469; number 3, N, carries 0.142; number 4, C, carries -0.539; number 5, C, carries 0.916; number 6, C, carries -0.956; number 7, C, carries -0.741; number 8, C, carries -0.807


No. 3
DFT (ωB97M-V/def2-TZVPD) results for one molecule with the formula C3H4Cl2N2 at a distorted geometry.

Calculated values
* DFT total energy: -31198.84039 eV
* HOMO energy: -9.504 eV
* orbital gap: 9.54 eV
* net charge: 0
* ΔE to the lowest compared entry with this formula, charge and spin: 29.0 kcal per mole
* LUMO energy: 0.0350 eV
* max |F|: 0.0301 hartree/bohr
* molar mass: 139.0 g mol⁻¹
* structure (SMILES): C=N/N=C\C(Cl)Cl

XYZ file:
```
11
C3H4Cl2N2, DFT ωB97M-V/def2-TZVPD
C -2.0781 0.8972 -0.6478
N -1.0084 0.2373 -0.4288
N -0.1765 0.9333 0.4592
C 0.9063 0.3336 0.7183
C 1.4106 -1.0044 0.1995
Cl 1.6747 -0.9980 -1.5488
Cl 0.3763 -2.3587 0.7242
H -2.2847 1.8847 -0.1747
H -2.8186 0.4490 -1.3461
H 1.5695 0.8321 1.3825
H 2.4289 -1.2062 0.6625
```

Results of the Mulliken charge analysis, in e, for atoms 1 through 8: number 1, C, carries -0.290; number 2, N, carries -0.220; number 3, N, carries -0.400; number 4, C, carries -0.173; number 5, C, carries 0.131; number 6, Cl, carries -0.130; number 7, Cl, carries -0.136; number 8, H, carries 0.307


No. 4
DFT (ωB97M-V/def2-TZVPD) results for a 7-piece molecular cluster, C24H42Cl4O10S2 overall at a distorted geometry.

Calculated values
* DFT total energy: -117803.42977 eV
* HOMO energy: -9.964 eV
* orbital gap: 10.05 eV
* net charge: 0
* ΔE to the lowest compared entry with this formula, charge and spin: 0.0 kcal per mole
* LUMO energy: 0.0879 eV
* max |F|: 0.0555 hartree/bohr
* molar mass: 696.5 g mol⁻¹
* structure (SMILES): O=S1(=O)CCCC1.O=S1(=O)CCCC1.O=C1CCCO1.O=C1CCCO1.O=C1CCCO1.ClCCCl.ClCCCl

XYZ file:
```
82
C24H42Cl4O10S2, DFT ωB97M-V/def2-TZVPD
O -2.8461 -0.6255 2.0618
S -2.3876 -1.7447 1.2828
O -1.9636 -1.5783 -0.0780
C -1.0942 -2.7167 2.1975
C -1.6292 -4.1176 2.4217
C -2.9299 -4.3883 1.6339
C -3.6409 -3.0744 1.4014
H -0.8515 -2.3837 3.2048
H -0.1819 -2.6022 1.6149
H -0.9443 -4.9305 2.1776
H -1.8316 -4.2501 3.4874
H -3.5645 -5.1779 2.0291
H -2.6037 -4.7952 0.6675
H -4.1281 -2.8518 2.3537
H -4.2657 -2.9512 0.5209
O -5.9128 -2.0029 -4.9883
S -5.4800 -2.6517 -3.7702
O -6.1624 -3.7635 -3.1342
C -3.6875 -2.9864 -3.8327
C -2.9565 -1.7869 -3.2407
C -3.9465 -0.6377 -2.9903
C -5.3016 -1.2330 -2.6167
H -3.5470 -3.1648 -4.9025
H -3.4325 -3.9323 -3.3612
H -2.5285 -2.0566 -2.2735
H -2.1213 -1.4744 -3.8654
H -4.1461 -0.1471 -3.9508
H -3.6126 0.1336 -2.3004
H -6.2565 -0.7125 -2.6088
H -5.2498 -1.6322 -1.5944
O 2.5129 3.4914 0.6033
C 2.6230 4.5670 1.1349
C 1.5582 5.6111 1.4380
C 1.9090 5.9241 2.8771
C 3.4636 5.8625 2.8228
O 3.7669 4.9512 1.7439
H 1.8643 6.4335 0.7853
H 0.5724 5.2014 1.2462
H 1.6577 6.9399 3.1844
H 1.5883 5.2441 3.6633
H 3.8954 6.8264 2.5623
H 3.7971 5.4045 3.7498
O 1.7239 -1.3409 2.5555
C 1.5786 -0.2774 3.0891
C 0.7621 0.8743 2.5265
C 0.3898 1.6672 3.8167
C 1.5563 1.2875 4.7347
O 2.0338 0.0363 4.2921
H 1.2938 1.6055 1.9062
H -0.0956 0.6704 1.8883
H 0.2622 2.7335 3.6507
H -0.5489 1.2593 4.1923
H 2.3108 2.0620 4.8723
H 1.1034 1.1901 5.7260
O 0.7874 -4.3121 -3.9347
C 1.1178 -3.8308 -2.8895
C 0.3563 -2.8660 -1.9869
C 1.3090 -2.7420 -0.8152
C 2.4611 -3.7511 -0.9878
O 2.3108 -4.1318 -2.3566
H 0.3040 -1.8576 -2.4054
H -0.6621 -3.1416 -1.7330
H 1.6835 -1.7466 -0.5978
H 0.7712 -3.0593 0.0871
H 3.4218 -3.2401 -0.9157
H 2.4632 -4.6158 -0.3262
Cl 6.1205 2.0610 -2.1515
C 5.4169 3.6981 -1.7645
C 3.9198 3.6538 -2.0252
Cl 3.5870 3.9347 -3.7517
H 6.0959 4.3617 -2.2836
H 5.5311 3.8293 -0.6869
H 3.4692 4.5068 -1.5275
H 3.4673 2.7236 -1.7186
Cl 2.0467 0.1859 -2.6652
C 1.1193 1.3702 -1.6645
C -0.1987 0.7694 -1.2495
Cl -1.1699 2.0136 -0.3736
H 0.9746 2.2081 -2.3422
H 1.8321 1.6343 -0.8927
H -0.0758 -0.0824 -0.5844
H -0.8344 0.4384 -2.0654
```

Results of the Mulliken charge analysis, in e, for atoms 1 through 8: number 1, O, carries -0.771; number 2, S, carries 1.007; number 3, O, carries -0.342; number 4, C, carries 0.651; number 5, C, carries -0.955; number 6, C, carries -0.611; number 7, C, carries -0.763; number 8, H, carries 0.319